Formula: C5H8N2
Source: the Open Molecules 2025 dataset
Level of theory: ωB97M-V/def2-TZVPD

```
15
Properties=species:S:1:pos:R:3:forces:R:3
C -0.110 2.114 -0.671 0.00 0.12 0.04
N 0.088 0.661 -0.824 0.09 0.05 -0.10
C 1.556 0.238 -0.499 -0.26 -0.31 0.31
C 1.316 -0.832 0.297 0.21 0.07 0.03
C -0.100 -1.087 0.579 -0.05 0.14 -0.22
N -0.524 -2.072 1.443 -0.01 -0.11 -0.10
C -0.850 -0.187 -0.097 0.16 -0.11 0.07
H 0.658 2.613 -1.262 -0.12 0.01 0.09
H -1.114 2.396 -1.004 0.17 -0.06 0.04
H 0.018 2.363 0.383 -0.01 -0.05 -0.14
H 0.124 0.444 -1.822 -0.33 -0.01 -0.05
H 2.108 -1.447 0.711 -0.09 0.06 0.02
H 0.113 -2.847 1.553 -0.06 0.12 0.02
H -1.487 -2.364 1.361 0.11 0.06 0.02
H -1.919 -0.023 -0.144 0.21 0.01 -0.03
```
Forces are in eV/Å.

Its lowest unoccupied orbital energy is 0.9 eV. The calculation puts the relative energy (zero: lowest compared OMol25 entry of this formula, charge and spin) at 3.354 eV.

Here are the Löwdin charges for atoms 1 to 5, given in e: atom 1 (C): -0.05, atom 2 (N): -0.24, atom 3 (C): -0.04, atom 4 (C): -0.14, atom 5 (C): -0.36

***

Formula: C2H5N4
Source: the Open Molecules 2025 dataset
Level of theory: ωB97M-V/def2-TZVPD

```
11
Properties=species:S:1:pos:R:3:forces:R:3
N 3.293 0.310 1.506 2.41 0.24 1.05
C 2.275 0.213 1.030 -2.38 -0.10 -0.83
N 1.054 0.057 0.462 -1.12 2.49 0.63
N 0.612 -1.169 0.010 0.43 -1.43 -0.13
C 0.094 1.058 0.415 -0.36 -1.69 -1.75
N -0.989 0.699 -0.275 2.09 0.02 0.44
H 1.337 -1.611 -0.569 -0.39 0.08 0.42
H 0.356 -1.740 0.830 0.30 0.01 -0.64
H 0.234 2.091 0.829 0.03 -1.29 -0.22
H -1.685 1.394 -0.454 -0.50 0.17 -0.18
H -0.885 -0.214 -0.830 -0.50 1.50 1.22
```
Forces are in eV/Å.

Its lowest unoccupied orbital energy is -5.2 eV. The structure (SMILES) is N#C/[N+](N)=C/N. The calculation puts the relative energy (zero: lowest compared OMol25 entry of this formula, charge and spin) at 1.316 eV. As for the charge: +1.

Here are the Löwdin charges for atoms 1 to 5, given in e: atom 1 (N): 0.24, atom 2 (C): -0.21, atom 3 (N): -0.14, atom 4 (N): 0.09, atom 5 (C): 0.03

***

Formula: C41H76BF9HgN4O15PS
Source: the Open Molecules 2025 dataset
Level of theory: ωB97M-V/def2-TZVPD

```
149
Properties=species:S:1:pos:R:3:forces:R:3
Hg -17.200 -5.273 -23.773 -1.05 -1.84 -1.02
O -19.419 -4.851 -25.026 -2.10 1.18 -1.63
C -20.409 -4.707 -25.773 2.27 -1.36 -0.41
O -20.548 -3.869 -26.834 0.58 -1.35 3.31
B -21.739 -4.304 -27.564 -1.40 0.37 -0.35
O -22.431 -5.387 -26.768 1.46 0.86 -0.31
C -21.556 -5.796 -25.871 -0.84 -5.38 2.48
O -21.616 -6.948 -25.284 0.72 6.25 -2.43
O -21.304 -4.708 -28.884 -0.05 -0.12 0.22
C -21.774 -3.871 -29.787 -0.79 -0.12 -2.12
O -21.576 -3.953 -30.976 -0.14 0.49 1.36
C -22.750 -2.878 -29.058 -2.82 3.76 -1.09
O -22.672 -3.166 -27.763 0.21 -0.28 -0.31
O -23.503 -1.953 -29.518 3.52 -4.21 1.59
P -18.383 -4.160 -21.146 -4.16 0.75 0.88
F -18.924 -4.780 -19.732 0.41 -0.60 -1.77
F -17.413 -3.267 -20.230 0.21 0.33 -1.12
F -17.250 -5.284 -21.414 0.43 0.44 0.67
F -17.931 -3.318 -22.552 0.70 -0.72 0.62
F -19.354 -5.094 -22.125 0.76 0.62 1.00
F -19.643 -3.073 -21.089 1.23 -0.41 0.29
C -17.252 -9.828 -22.161 -3.34 -0.23 -2.45
F -16.041 -9.496 -21.946 3.05 0.16 -0.37
F -17.388 -11.177 -22.402 0.50 1.57 0.33
F -17.911 -9.489 -21.108 -1.55 -0.15 2.63
S -18.132 -8.837 -23.570 -3.19 -2.72 -0.92
O -17.991 -7.415 -23.273 0.74 2.44 1.10
O -17.378 -9.246 -24.685 2.27 -0.41 -2.10
O -19.540 -9.259 -23.676 2.22 0.75 1.51
C -14.105 -7.186 -19.893 -0.63 -0.26 -1.20
C -14.671 -6.492 -18.672 -0.46 -1.21 0.32
C -13.956 -7.139 -17.400 -0.60 1.18 -0.36
C -12.765 -6.388 -16.858 -0.62 -0.20 1.94
C -12.934 -4.895 -16.665 0.53 -0.59 -2.87
C -13.406 -4.288 -18.048 1.58 -0.12 0.08
N -14.568 -5.021 -18.690 0.58 0.13 1.48
O -14.952 -4.473 -19.960 1.32 -0.53 0.37
C -13.848 -2.942 -17.688 -1.20 1.60 -0.22
C -12.160 -4.062 -18.997 -0.31 -1.30 -0.46
C -16.204 -6.845 -18.620 1.38 -0.42 0.74
H -14.807 -7.238 -20.725 -0.25 1.14 -0.29
H -14.128 -8.270 -19.786 1.13 -0.12 0.71
H -13.194 -6.714 -20.262 0.30 -0.54 0.12
H -14.665 -7.192 -16.573 -0.35 0.12 -0.09
H -13.624 -8.165 -17.554 -0.38 -0.01 -0.56
H -11.813 -6.618 -17.335 -0.13 0.02 -0.14
H -12.738 -6.695 -15.812 0.81 -0.78 0.06
H -11.890 -4.632 -16.495 -0.12 0.97 0.01
H -13.521 -4.502 -15.835 -0.30 -0.62 -0.09
H -14.382 -2.619 -18.581 -0.07 0.98 0.25
H -14.497 -2.926 -16.812 -0.36 -0.07 -0.19
H -12.997 -2.308 -17.435 -0.05 0.13 -0.27
H -11.604 -4.996 -19.085 0.07 -0.18 -0.15
H -12.461 -3.786 -20.007 -0.40 -0.13 -0.05
H -11.412 -3.308 -18.753 -0.36 0.12 0.81
H -16.629 -6.896 -19.622 -0.34 0.63 0.29
H -16.636 -6.189 -17.864 -0.51 0.27 -0.56
H -16.328 -7.843 -18.198 0.14 -0.27 -0.10
H -15.867 -4.193 -19.875 -0.05 0.03 0.47
C -13.754 -2.470 -25.221 -1.20 -0.58 -0.47
C -14.866 -3.511 -25.515 -0.74 -0.21 -3.40
C -14.642 -3.966 -27.055 -0.97 -1.61 0.63
C -13.604 -5.117 -27.278 -0.13 2.53 1.83
C -13.712 -6.236 -26.183 -0.02 -0.09 -2.43
C -13.839 -5.811 -24.717 2.30 0.05 -0.98
N -14.838 -4.689 -24.572 -1.50 -2.21 -4.68
O -15.083 -4.348 -23.312 0.70 1.50 3.06
C -14.127 -6.994 -23.815 -1.50 -0.63 0.24
C -12.423 -5.342 -24.318 0.32 1.67 0.01
C -16.333 -2.844 -25.554 2.28 0.01 2.10
H -12.848 -2.730 -25.769 0.34 -0.46 0.91
H -13.745 -2.391 -24.134 0.95 0.68 -0.09
H -13.982 -1.524 -25.714 -0.54 0.18 0.53
H -15.554 -4.341 -27.520 -0.66 -0.25 0.71
H -14.550 -3.072 -27.672 0.93 0.21 0.26
H -12.672 -4.584 -27.091 0.58 -0.37 -0.12
H -13.564 -5.388 -28.333 -0.28 -0.60 0.30
H -12.757 -6.724 -26.376 0.16 -0.36 0.85
H -14.410 -7.005 -26.515 -0.62 0.20 0.36
H -14.983 -7.577 -24.153 -0.79 0.41 -0.01
H -13.428 -7.831 -23.791 0.88 0.69 -0.27
H -14.282 -6.681 -22.782 -0.01 0.02 -0.01
H -11.906 -4.703 -25.033 -0.47 0.09 -0.54
H -12.535 -4.655 -23.479 0.47 -0.39 0.68
H -11.660 -6.104 -24.157 -0.64 -0.36 0.53
H -16.362 -1.996 -26.238 -0.10 -0.45 -0.33
H -16.412 -2.392 -24.565 -0.41 0.26 0.21
H -17.172 -3.536 -25.634 0.09 -0.18 -0.64
H -14.335 -3.800 -23.062 0.25 0.41 1.28
C -22.028 0.620 -14.180 0.53 -0.49 -1.11
C -21.183 0.786 -15.520 -0.77 0.60 -0.16
C -19.736 1.124 -15.064 0.58 -0.20 1.54
C -18.529 0.927 -15.983 -2.28 -0.18 -1.75
C -18.752 -0.530 -16.633 1.47 3.17 1.19
C -20.166 -0.753 -17.231 2.07 -1.24 -0.03
N -21.169 -0.500 -16.184 0.38 -1.79 -0.21
O -22.459 -1.057 -16.603 0.77 1.49 0.07
C -20.341 0.049 -18.541 0.40 0.72 1.87
C -20.054 -2.262 -17.545 -2.34 -0.63 -0.06
C -21.703 2.035 -16.414 -0.06 -0.71 1.30
H -21.520 -0.152 -13.602 0.16 0.19 0.19
H -23.018 0.199 -14.354 -0.13 0.34 -0.35
H -22.129 1.534 -13.594 0.18 0.04 -0.17
H -19.896 2.145 -14.718 0.64 0.25 0.10
H -19.404 0.555 -14.195 -0.95 -0.26 0.49
H -17.526 1.091 -15.589 -0.30 -0.34 0.61
H -18.682 1.779 -16.645 0.53 -0.33 -1.15
H -18.458 -1.199 -15.825 -0.89 -0.38 0.20
H -17.894 -0.679 -17.288 -0.55 -0.11 -0.93
H -19.674 -0.436 -19.253 -0.45 0.49 -0.52
H -21.368 0.311 -18.794 -0.13 -1.07 -0.44
H -20.014 1.037 -18.217 0.70 0.24 -0.73
H -19.380 -2.744 -18.253 0.56 1.22 -0.25
H -19.933 -2.877 -16.652 -0.32 0.24 0.29
H -21.038 -2.432 -17.981 -0.20 -0.88 0.08
H -20.869 2.687 -16.673 -0.01 -0.14 -0.31
H -22.357 2.629 -15.775 -0.02 0.12 0.05
H -22.307 1.785 -17.285 0.26 -0.30 0.00
H -22.609 -1.755 -15.962 0.13 -0.09 0.11
C -24.808 0.001 -20.365 -1.90 -1.38 0.02
C -24.176 -0.107 -21.778 1.46 1.52 1.21
C -22.728 0.522 -21.639 1.53 -2.33 -1.19
C -21.722 0.114 -22.786 -1.52 0.77 -0.07
C -21.671 -1.396 -23.011 0.00 0.78 0.56
C -23.052 -2.039 -23.183 1.18 -2.11 0.41
N -23.992 -1.534 -22.129 0.15 0.68 -2.00
O -25.046 -2.357 -21.891 0.62 0.87 0.15
C -23.647 -1.944 -24.591 -0.47 0.06 0.31
C -22.837 -3.612 -22.955 -0.55 0.45 1.13
C -24.962 0.654 -22.850 -0.74 0.84 0.13
H -24.812 0.919 -19.778 1.03 0.24 -0.60
H -24.546 -0.836 -19.718 0.91 0.22 0.13
H -25.880 -0.196 -20.389 -0.36 0.06 -0.65
H -22.667 1.594 -21.449 -0.62 -0.17 0.02
H -22.178 -0.029 -20.876 -0.70 0.36 1.06
H -20.755 0.524 -22.493 0.06 -0.14 -0.20
H -22.050 0.598 -23.705 0.28 0.11 -0.26
H -21.181 -1.912 -22.185 0.05 0.18 0.15
H -21.036 -1.578 -23.879 -0.30 -0.30 -0.17
H -23.881 -0.936 -24.934 0.26 -0.16 -0.07
H -22.894 -2.438 -25.205 -0.18 0.26 -0.31
H -24.547 -2.559 -24.602 -0.07 0.13 -0.26
H -23.711 -4.216 -23.200 0.06 0.19 -0.37
H -21.940 -4.056 -23.388 -0.04 0.60 -0.68
H -22.629 -3.833 -21.908 -0.08 0.31 0.41
H -26.025 0.438 -22.948 0.11 -0.92 -0.04
H -24.509 0.735 -23.838 0.13 -0.25 0.25
H -25.051 1.666 -22.457 0.48 0.23 0.06
H -24.658 -2.781 -21.122 -0.60 -1.28 0.79
```
Forces are in eV/Å.

Its lowest unoccupied orbital energy (spin up / spin down) is -2.3 / -4.3 eV. The calculation puts the relative energy (zero: lowest compared OMol25 entry of this formula, charge and spin) at 1.620 eV. The expectation value of S² is 0.754. The spin multiplicity is 2.

Here are the Löwdin charges for atoms 1 to 5, given in e: atom 1 (Hg): 1.35, atom 2 (O): 0.02, atom 3 (C): -0.28, atom 4 (O): 0.23, atom 5 (B): -0.90

***

Which value of relative energy (zero: lowest compared OMol25 entry of this formula, charge and spin) does entry 1 give?
3.354 eV

***

Which formula does entry 1 have?
C5H8N2

***

Among the records above, which one has the highest relative energy (zero: lowest compared OMol25 entry of this formula, charge and spin)?
C5H8N2